No. 1
# C8H12

A 2-piece molecular cluster, C8H12 overall in a non-equilibrium geometry (wB97M-V/def2-TZVPD, the OMol25 dataset).

```
20
Properties=species:S:1:pos:R:3
C 2.32426 0.36232 0.68070
C 3.47563 0.67904 -0.26770
C 3.64012 -0.03165 -1.37295
C -0.00714 -1.32294 1.13804
C -0.97060 -0.79531 0.33396
C -1.98302 0.11897 0.52758
C -2.83004 0.41849 -0.64269
C -3.87011 1.24225 -0.56310
H 1.69022 -0.06696 -0.11114
H 2.62319 -0.32542 1.47995
H 1.66610 1.07417 1.18632
H 4.50250 0.19728 -1.97212
H 3.10009 -0.94384 -1.63648
H -0.17235 -1.57244 2.17470
H 0.96648 -1.62148 0.75619
H -0.79979 -0.92409 -0.73776
H -2.23605 0.49625 1.52230
H -2.49161 -0.10583 -1.51880
H -4.64656 1.28291 -1.32011
H -3.98132 1.83827 0.34312
```

energy above the lowest of the compared OMol25 structures with the same formula, charge and spin: 95.4 kcal/mol
calculated total energy: -8476.7894 eV
total charge: +1
<S²>: 0.76
frontier orbital gap (alpha / beta): 4.894 / 5.573 eV
E_HOMO (alpha / beta): -11.98 / -12.64 eV
2S+1: 2
maximum force: 2.62 eV/A

No. 2
# C4H4Cl2N2

One molecule with the formula C4H4Cl2N2 in a non-equilibrium geometry (wB97M-V/def2-TZVPD, the OMol25 dataset).

```
12
Properties=species:S:1:pos:R:3
C -0.60052 1.20593 0.50280
C 1.16892 -1.11119 0.20137
C -1.01369 -0.22452 -0.00809
C 0.12107 -0.98102 -0.75878
N 0.37523 1.49586 1.30099
N 1.23629 1.60822 2.02182
Cl 2.74688 -0.74870 -0.28229
Cl 0.33627 -0.45662 -2.38177
H -0.88250 2.11916 0.02046
H -1.30894 -0.90824 0.82645
H -1.87152 -0.10298 -0.62921
H -0.30749 -1.89589 -0.81372
```

energy above the lowest of the compared OMol25 structures with the same formula, charge and spin: 97.1 kcal/mol
calculated total energy: -32232.5222 eV
total charge: 0
frontier orbital gap: 7.790 eV
E_HOMO: -8.56 eV
maximum force: 3.61 eV/A

No. 3
# H10O5

A 5-piece molecular cluster, H10O5 overall in a non-equilibrium geometry (wB97M-V/def2-TZVPD, the OMol25 dataset).

```
15
Properties=species:S:1:pos:R:3
H -0.11193 -1.27933 1.01010
H -1.34727 -2.20546 0.98025
H 0.29935 0.83452 -0.59655
H -1.17148 1.12521 -0.84683
H 2.00843 -1.32978 -2.65600
H 2.23646 0.15525 -3.21638
H 2.42681 0.42238 2.67382
H 1.97638 -0.38418 3.88964
H -3.26703 0.54846 -1.08373
H -2.81642 1.94247 -0.54880
O -0.62474 -1.94120 0.46007
O -0.47555 1.40372 -0.27799
O 1.60793 -0.50435 -2.74236
O 2.83006 -0.03304 3.51966
O -3.57099 1.24534 -0.56491
```

energy above the lowest of the compared OMol25 structures with the same formula, charge and spin: 47.2 kcal/mol
calculated total energy: -10398.8047 eV
total charge: 0
frontier orbital gap: 11.704 eV
E_HOMO: -11.56 eV
SMILES: O.O.O.O.O
maximum force: 4.37 eV/A

No. 4
# C54H40N4O18

A 9-piece molecular cluster, C54H40N4O18 overall in a non-equilibrium geometry (wB97M-V/def2-TZVPD, the OMol25 dataset).

```
116
Properties=species:S:1:pos:R:3
C 0.44128 5.62629 -5.36518
C 0.61605 4.91354 -4.19259
C 0.31220 5.60089 -2.98090
C -0.08625 6.90194 -2.94555
C -0.25976 7.54708 -4.14060
C -0.02666 6.98791 -5.35519
N -0.38049 7.49329 -1.62719
O -0.06450 6.87416 -0.57176
O -0.79730 8.63318 -1.59842
H 0.35037 5.04941 -6.27367
H 0.90570 3.87350 -4.22108
H 0.59561 5.04598 -2.09877
H -0.58263 8.56637 -3.98828
H -0.45035 7.52864 -6.18856
C 4.25098 -2.53529 5.85783
C 5.41428 -2.12346 6.52559
C 6.02879 -0.89714 6.18919
C 5.46953 -0.15878 5.11499
C 4.26893 -0.59969 4.47983
C 3.81695 -1.92071 4.69399
N 6.09687 1.12493 4.70051
O 5.56839 1.73400 3.77300
O 7.08159 1.54685 5.27626
H 3.59260 -3.36230 6.07917
H 5.85846 -2.71520 7.31233
H 6.93107 -0.61594 6.71188
H 3.86849 -0.01062 3.66802
H 2.87686 -2.22760 4.25987
C 3.72867 -2.11247 -4.58894
C 4.95157 -2.63821 -4.06575
C 5.46183 -2.22032 -2.85982
C 4.64471 -1.33487 -2.00499
C 3.44076 -0.87105 -2.54264
C 2.99983 -1.23125 -3.81063
N 5.05660 -1.03627 -0.60835
O 4.76001 0.00061 -0.13562
O 5.78395 -1.85216 0.01568
H 3.36167 -2.41106 -5.55980
H 5.50458 -3.41778 -4.56860
H 6.42493 -2.56092 -2.50933
H 2.94898 -0.31106 -1.76100
H 2.01699 -0.92140 -4.13377
C 0.06707 -0.79809 1.37064
C 1.18816 0.12233 1.26083
C 1.28361 0.99822 0.18665
C 0.23456 1.00269 -0.78978
C -0.79369 0.00069 -0.72846
C -0.82109 -0.90568 0.29852
N 0.30847 2.03588 -1.87950
O 1.34890 2.69920 -2.06386
O -0.73762 2.19579 -2.48920
H -0.17374 -1.43745 2.20708
H 1.90935 0.12371 2.06475
H 2.11673 1.68545 0.18248
H -1.63093 -0.02393 -1.41023
H -1.58306 -1.65452 0.45676
C -0.07404 3.99536 2.16267
C -1.11888 4.35966 3.02311
C -0.92919 5.38520 4.07733
O -1.95252 5.78262 4.62315
C 0.43466 5.84196 4.22369
C 1.41815 5.47803 3.30475
C 1.29460 4.36942 2.34702
O 2.29331 3.78695 1.86755
H -0.30045 3.33305 1.34018
H -2.11096 4.06477 2.71453
H 0.70076 6.46201 5.06697
H 2.38549 5.92167 3.48873
C -0.23342 -2.93792 -4.67364
C -1.10497 -3.66393 -5.40851
C -2.58403 -3.71817 -5.22399
O -3.38146 -4.33030 -5.89334
C -2.96011 -2.91298 -4.08639
C -2.07901 -2.21936 -3.26404
C -0.57099 -2.30173 -3.42533
O 0.15252 -2.02598 -2.49686
H 0.81371 -3.05085 -4.91273
H -0.73733 -4.26140 -6.22964
H -4.02064 -2.75943 -3.95191
H -2.56402 -1.54647 -2.57239
C -1.15735 -4.27693 5.98299
C -1.24592 -3.61277 4.79914
C -1.38187 -4.28866 3.46785
O -1.53445 -3.61624 2.41593
C -1.28729 -5.76847 3.62701
C -1.13661 -6.34268 4.85198
C -1.10689 -5.71346 6.13503
O -1.02382 -6.34321 7.20673
H -1.17466 -3.73836 6.91896
H -1.51397 -2.57234 4.90892
H -1.36795 -6.42685 2.77470
H -1.17566 -7.41991 4.78531
C -3.90323 2.63794 -0.21138
C -4.27330 1.32204 -0.55267
C -4.42089 0.90785 -1.92081
O -4.79664 -0.16260 -2.28492
C -3.72865 1.92436 -2.80125
C -3.30617 3.12348 -2.44224
C -3.46390 3.73265 -1.16206
O -3.06449 4.86793 -0.91350
H -3.90303 2.92150 0.83073
H -4.54901 0.70232 0.28776
H -3.39723 1.73346 -3.81126
H -2.67644 3.61449 -3.16939
C -3.42274 -3.91543 -0.55087
C -3.81505 -5.06167 -1.16872
C -5.12732 -5.44705 -1.50235
O -5.33955 -6.49265 -2.08521
C -6.15118 -4.57866 -0.94864
C -5.87538 -3.46912 -0.25132
C -4.46597 -2.99109 -0.06351
O -4.26474 -1.93461 0.51591
H -2.37417 -3.67771 -0.44889
H -3.08051 -5.81424 -1.41466
H -7.16412 -4.94693 -0.87993
H -6.60006 -2.93623 0.34640
```

calculated total energy: -99439.7091 eV
total charge: 0
frontier orbital gap: 7.032 eV
E_HOMO: -9.75 eV
SMILES: O=[N+]([O-])c1ccccc1.O=[N+]([O-])c1ccccc1.O=[N+]([O-])c1ccccc1.O=[N+]([O-])c1ccccc1.O=C1C=CC(=O)C=C1.O=C1C=CC(=O)C=C1.O=C1C=CC(=O)C=C1.O=C1C=CC(=O)C=C1.O=C1C=CC(=O)C=C1
maximum force: 4.93 eV/A

No. 5
# C5H8AlO2

C5H8AlO2 as an isolated structure in a non-equilibrium geometry (wB97M-V/def2-TZVPD, the OMol25 dataset).

```
16
Properties=species:S:1:pos:R:3
O 0.35128 0.21559 -0.01189
C 0.20524 -1.00882 0.33513
Al -1.27712 -2.24720 0.18079
O 1.27687 -1.53557 0.85646
C 2.48188 -0.84942 1.04104
C 3.17625 -1.07769 2.14510
H 4.11909 -0.55360 2.29163
H 2.75941 -0.15397 0.25262
H 2.86828 -1.82818 2.87317
H 0.16024 0.33899 -2.08035
C -0.87757 1.02919 -0.43992
H -1.77575 0.51358 -0.08109
H -0.70791 2.00952 0.01547
C -0.75278 1.04400 -1.93130
H -1.67093 0.70130 -2.42639
H -0.49284 2.05574 -2.26791
```

energy above the lowest of the compared OMol25 structures with the same formula, charge and spin: 0.0 kcal/mol
calculated total energy: -15983.8028 eV
total charge: +2
<S²>: 0.75
frontier orbital gap (alpha / beta): 6.888 / 4.921 eV
E_HOMO (alpha / beta): -18.06 / -18.07 eV
2S+1: 2
maximum force: 5.14 eV/A

No. 6
# C5H12NS

A 2-piece molecular cluster, C5H12NS overall (wB97M-V/def2-TZVPD, the OMol25 dataset).

```
19
Properties=species:S:1:pos:R:3
C -0.73911 -2.94126 0.61245
C -1.76586 -2.03097 -0.06198
S -2.02548 -0.52811 0.95539
H -1.12778 -3.21974 1.59338
H 0.15520 -2.34916 0.79307
H -0.50808 -3.84731 0.04065
H -2.72334 -2.53604 -0.20945
H -1.41195 -1.73817 -1.05707
C 1.50893 2.70686 -1.17433
C 0.80707 1.38985 -0.83720
C 0.46530 0.94638 1.39936
N 1.27246 0.84213 0.42788
H 1.20350 3.07822 -2.15681
H 1.26884 3.46101 -0.42609
H 2.58871 2.53696 -1.18931
H 1.03822 0.64984 -1.60530
H -0.27882 1.53051 -0.81365
H -0.33580 1.69036 1.40851
H 0.60799 0.35863 2.30052
```

energy above the lowest of the compared OMol25 structures with the same formula, charge and spin: 22.9 kcal/mol
calculated total energy: -17704.7965 eV
total charge: -1
frontier orbital gap: 6.303 eV
E_HOMO: -2.42 eV
maximum force: 0.78 eV/A